1.
{"formula": "CBrF2NO2", "method": "ωB97M-V/def2-TZVPD", "multiplicity": 1, "charge": 0, "e_above_lowest_kj_mol": 150.9, "orbital_gap_ev": [8.187, 8.187], "e_lumo_ev": [-2.58, -2.58], "homo_ev": [-10.77, -10.77], "symbols": ["C", "N", "O", "O", "F", "F", "Br"], "positions_angstrom": [[-0.1216, 0.5680, -0.2900], [0.7184, -0.6634, 0.1905], [1.4651, -0.4400, 1.1484], [0.5352, -1.6636, -0.4286], [-0.5890, 0.4298, -1.5046], [0.3199, 1.7298, 0.1236], [-2.3278, 0.0393, 0.7607]], "forces_ev_per_angstrom": [[-3.48, -0.93, 1.73], [1.08, 1.48, 1.11], [-1.43, -0.41, -1.72], [0.05, -0.15, 0.06], [1.63, 0.87, 0.71], [-0.43, -1.55, -1.16], [2.60, 0.68, -0.74]]}

=====

2.
{"formula": "CBrF3O3S", "method": "ωB97M-V/def2-TZVPD", "multiplicity": 1, "charge": 0, "e_above_lowest_kj_mol": 0.0, "orbital_gap_ev": 7.654, "e_lumo_ev": -2.42, "homo_ev": -10.08, "symbols": ["C", "O", "O", "O", "F", "F", "F", "S", "Br"], "positions_angstrom": [[-1.1051, 0.6543, -0.1375], [-0.5332, -1.8179, 0.5056], [0.8157, -0.9131, -1.3662], [1.8482, -0.2041, 1.2824], [-2.2107, -0.0443, -0.4625], [-0.8954, 1.7218, -0.9027], [-1.1185, 1.0382, 1.0784], [0.1773, -0.7548, -0.1004], [3.0217, 0.3200, 0.1030]], "forces_ev_per_angstrom": [[0.18, -0.60, -0.97], [-0.04, -0.22, 0.72], [0.03, 0.50, 0.21], [-3.31, -0.76, -1.74], [0.50, 1.31, -0.15], [-0.12, -1.31, -0.19], [-0.71, 0.75, 2.15], [2.09, -0.18, 0.34], [1.38, 0.51, -0.36]]}

=====

3.
{"formula": "CBrN3O4S", "method": "ωB97M-V/def2-TZVPD", "multiplicity": 1, "charge": 0, "e_above_lowest_kj_mol": 118.7, "orbital_gap_ev": [7.377, 8.709], "e_lumo_ev": [-2.76, -1.77], "homo_ev": [-10.13, -10.48], "symbols": ["C", "N", "N", "N", "O", "O", "O", "O", "S", "Br"], "positions_angstrom": [[1.6223, -0.7714, -0.4162], [2.5753, -0.7405, -1.0690], [-0.3940, 1.7780, -0.1041], [-0.7674, -0.4294, -0.7815], [0.6550, 2.1417, -0.4106], [-1.3947, 1.9897, 0.4020], [0.1860, -0.2278, 1.6169], [-0.1778, -2.4061, 0.5840], [0.1460, -1.0317, 0.4402], [-2.4507, -0.3025, -0.2617]], "forces_ev_per_angstrom": [[1.35, -0.54, -0.90], [-0.74, 0.15, 0.68], [0.26, -2.78, -1.20], [0.93, 1.46, -0.24], [1.05, 1.22, 0.01], [-0.91, 1.87, 1.02], [0.23, 0.37, 0.05], [0.62, -0.42, -0.15], [-0.94, -0.43, 0.67], [-1.86, -0.90, 0.07]]}

=====

4.
{"formula": "CBrN3S", "method": "ωB97M-V/def2-TZVPD", "multiplicity": 1, "charge": 0, "smiles": "N#[N+][S-].N#CBr", "e_above_lowest_kj_mol": 3.5, "orbital_gap_ev": 10.277, "e_lumo_ev": 0.24, "homo_ev": -10.03, "symbols": ["C", "N", "N", "N", "S", "Br"], "positions_angstrom": [[1.6509, -0.9982, 0.2218], [0.8904, -1.8459, 0.3901], [-2.8173, 0.2925, -0.6219], [-1.9254, 0.8382, -0.2157], [-0.7601, 1.5883, 0.3675], [2.9616, 0.1251, -0.1419]], "forces_ev_per_angstrom": [[-0.46, -0.98, 0.00], [-0.05, 0.31, 0.08], [0.51, 0.22, 0.10], [-3.45, -2.11, -1.49], [2.96, 1.92, 1.39], [0.49, 0.65, -0.09]]}

=====

Number 1: energy -82094.486 eV. Number 2: energy -96204.958 eV. Number 3: energy -94566.489 eV. Number 4: energy -86382.942 eV.